Entry 1:
Computed, not measured: a cluster of 2 separate species, C2H9NOS2 in total, with the ωB97M-V functional and the def2-TZVPD basis.

Structure (XYZ):
```
15
Properties=species:S:1:pos:R:3:forces:R:3:mulliken_charge:R:1
S 1.3092 -0.9084 0.7734 -1.1 0.1 -2.8 0.028
C -2.0966 0.4186 0.4138 -1.5 0.7 -1.0 0.118
H 1.8812 -0.1356 1.5721 1.4 1.2 3.0 0.254
H -2.9661 1.1222 0.6186 1.1 -0.8 -0.1 0.281
H -2.9292 -0.6199 1.9436 -1.2 0.0 1.3 0.206
H -1.2592 -1.1414 1.8449 -2.6 1.8 -1.6 0.146
H -2.6085 -1.0234 -0.6962 0.3 1.5 -1.2 0.327
C 1.6151 0.3754 -1.9478 0.1 3.3 -0.6 -0.757
H 1.5626 1.4525 -2.5523 0.5 -3.0 1.4 0.354
N -2.1305 -0.6278 1.3915 3.9 -0.9 -0.5 -0.416
S 1.2269 0.9103 -0.2451 0.3 -1.7 -0.5 0.254
H -1.2010 1.0875 0.3259 -0.3 -0.7 0.4 0.011
H 0.8214 -0.2510 -2.2932 -0.5 -0.5 -0.3 0.338
O -2.3340 -0.0933 -0.9778 0.4 -1.6 2.7 -0.514
H 2.5965 -0.1442 -1.9298 -0.6 0.6 -0.2 0.370
```
Forces are in eV/Å.

Values from the calculation:
Multiplicity ... 2
HOMO energy (spin up / spin down) ... -13.52 / -13.35 eV
LUMO energy (spin up / spin down) ... -5.3228 / -8.3891 eV
Frontier orbital gap (spin up / spin down) ... 8.193 / 4.965 eV
E ... -1007.58922 hartree
Net charge ... +1

---

Entry 2:
Computed, not measured: a cluster of 2 separate species, C2H9NS in total, with the ωB97M-V functional and the def2-TZVPD basis.

Structure (XYZ):
```
13
Properties=species:S:1:pos:R:3:forces:R:3:mulliken_charge:R:1
H -2.7742 -0.6064 0.2266 -0.2 -0.2 -0.4 0.277
H -0.7547 -1.4383 0.2024 0.4 0.5 0.2 0.208
H 2.8828 1.3052 0.8675 -0.2 -0.1 0.2 0.128
H 0.4138 -1.7963 -1.7698 0.0 0.0 -0.1 0.303
H -1.2987 -2.1455 -1.9605 -0.3 0.2 0.0 0.322
C -0.5823 -1.3465 -1.7502 1.0 0.4 0.2 -0.967
C -2.0563 -0.0286 -0.3572 0.5 0.7 0.4 -0.784
N -0.7202 -0.6552 -0.4522 -1.2 -1.2 -0.4 -0.199
H -2.4243 0.2196 -1.3511 -0.2 -0.2 0.0 0.292
S 1.6641 0.9710 1.3451 0.5 0.0 0.0 -0.285
H -1.9760 0.9292 0.1639 0.1 0.0 0.1 0.233
H 1.0894 1.9687 0.6801 -0.2 0.1 -0.2 0.126
H -0.5880 -0.5910 -2.5362 -0.2 -0.1 -0.1 0.346
```
Forces are in eV/Å.

Values from the calculation:
HOMO energy ... -8.78 eV
LUMO energy ... 1.0013 eV
Frontier orbital gap ... 9.782 eV
SMILES ... CNC.S
E ... -534.49723 hartree

---

Entry 3:
Computed, not measured: a cluster of 3 separate species, C2H9NS in total, with the ωB97M-V functional and the def2-TZVPD basis.

Structure (XYZ):
```
13
Properties=species:S:1:pos:R:3:forces:R:3:mulliken_charge:R:1
H -2.7040 -0.6915 -2.7373 0.0 0.5 0.5 0.236
H -2.4977 -1.5272 -1.4292 0.0 0.0 0.4 0.216
H 0.6751 0.4685 3.6507 -0.1 0.5 0.4 -0.125
H 0.5873 1.0473 4.1344 0.1 -0.5 -0.4 0.130
C 1.7309 0.0052 -0.0915 0.7 1.3 -1.7 -0.431
H 1.8944 -0.8896 -0.6777 -0.4 -0.4 0.5 0.244
H -1.2761 -0.7134 -2.0632 0.3 0.3 0.2 0.191
H 2.6666 0.5021 0.1332 -0.2 -0.1 0.8 0.281
H -0.3326 -0.3401 0.4372 -0.1 0.1 -0.5 0.223
C 0.4200 0.4420 0.3910 -0.3 -0.7 0.5 -0.384
H 0.3029 1.0802 1.2555 0.5 0.3 -0.1 0.233
N -2.2548 -0.6154 -1.8107 -0.4 -0.7 -1.0 -0.646
S 0.7880 1.2319 -1.1925 -0.1 -0.6 0.4 -0.168
```
Forces are in eV/Å.

Values from the calculation:
HOMO energy ... -8.73 eV
LUMO energy ... 0.9942 eV
Frontier orbital gap ... 9.720 eV
SMILES ... [H][H].C1CS1.N
E ... -534.46251 hartree

---

Entry 4:
Computed, not measured: a cluster of 2 separate species, C2H9NS in total, with the ωB97M-V functional and the def2-TZVPD basis.

Structure (XYZ):
```
13
Properties=species:S:1:pos:R:3:forces:R:3:mulliken_charge:R:1
N 0.8780 1.0070 -0.8848 0.1 -0.4 -2.9 0.046
H -2.5767 -0.6705 2.1848 -0.2 0.1 0.0 0.184
H 1.5950 -0.8424 -0.1620 -0.3 -0.1 -0.6 0.315
H -0.0609 -0.4029 -2.1925 0.0 0.0 0.3 0.338
H -1.8149 -1.0492 0.4613 -0.3 -0.2 -0.6 0.131
C 0.2180 0.6475 -2.1458 -0.4 -0.2 0.9 -0.764
H 0.9267 0.8046 -2.9685 0.1 0.3 0.0 0.380
C 1.9294 0.1725 -0.3750 -0.4 0.5 2.0 -0.707
H -0.6535 1.2945 -2.2178 0.0 -0.1 -0.4 0.328
H 0.8949 2.0329 -0.8647 0.3 -0.3 1.1 0.346
H 2.7994 0.1722 -1.0373 0.0 0.1 -0.1 0.349
H 2.1656 0.5729 0.6166 0.5 0.0 -0.3 0.344
S -1.3579 -0.8597 1.6803 0.6 0.1 0.4 -0.290
```
Forces are in eV/Å.

Values from the calculation:
Multiplicity ... 2
HOMO energy (spin up / spin down) ... -13.22 / -13.15 eV
LUMO energy (spin up / spin down) ... -3.4066 / -8.1407 eV
Frontier orbital gap (spin up / spin down) ... 9.810 / 5.006 eV
E ... -534.19480 hartree
Net charge ... +1

---

Entry 5:
Computed, not measured: a cluster of 2 separate species, C2H9NS in total, with the ωB97M-V functional and the def2-TZVPD basis.

Structure (XYZ):
```
13
Properties=species:S:1:pos:R:3:forces:R:3:mulliken_charge:R:1
H 2.2591 2.5653 1.6738 1.5 0.5 -1.2 0.140
H 3.8254 2.9169 0.0828 -0.9 -0.4 0.4 0.155
H -1.5825 -3.8682 -2.0285 0.2 0.5 -0.6 0.321
S 3.4674 3.2406 1.3541 -0.6 -0.1 0.8 -0.295
H -2.9195 -0.2914 -0.3894 0.3 -0.5 -1.1 0.324
H -3.1853 -3.5444 -1.4215 -0.5 -0.2 -0.4 0.348
H -2.6126 -2.3979 -2.6767 -0.1 -0.5 -0.9 0.313
C -2.7710 -1.3409 -0.0650 -1.6 2.1 1.6 -0.685
N -1.8993 -2.1749 -0.7798 0.2 -2.3 0.4 0.022
H -2.5402 -1.0798 0.9891 0.8 -1.0 -0.5 0.354
H -1.2366 -2.6858 -0.1913 0.5 0.7 0.0 0.364
C -2.3197 -3.0824 -1.8989 -0.1 1.4 2.0 -0.656
H -3.8055 -1.7208 -0.0232 0.2 -0.3 -0.5 0.297
```
Forces are in eV/Å.

Values from the calculation:
Multiplicity ... 2
HOMO energy (spin up / spin down) ... -11.55 / -11.55 eV
LUMO energy (spin up / spin down) ... -3.6155 / -8.3408 eV
Frontier orbital gap (spin up / spin down) ... 7.930 / 3.205 eV
E ... -534.16343 hartree
Net charge ... +1

---

Entry 6:
Computed, not measured: a cluster of 2 separate species, C2H9NS2 in total, with the ωB97M-V functional and the def2-TZVPD basis.

Structure (XYZ):
```
14
Properties=species:S:1:pos:R:3:forces:R:3:mulliken_charge:R:1
C -0.1275 0.3015 5.1621 -1.7 -1.0 1.4 -0.500
C 0.3543 -0.7606 -5.2194 -0.4 1.1 -2.5 -0.687
H 0.7584 0.7999 4.6747 -1.2 -0.6 0.5 0.253
H -0.0361 -0.8637 3.4949 -1.6 -0.7 1.5 0.203
S -0.8966 0.3435 -4.4676 1.5 0.8 1.0 -0.047
N -0.5538 -0.9286 4.4179 5.4 1.3 -1.7 -0.502
H 0.3212 -0.4760 -6.3292 0.3 -0.6 1.4 0.244
H 0.0573 -1.8023 -5.1626 0.1 -0.1 0.4 0.266
H -1.0637 0.9453 5.1622 1.6 0.0 0.4 0.201
H -1.4602 -1.2536 4.3512 -2.1 0.0 0.0 0.189
H 1.3658 -0.5320 -4.8802 -0.3 -0.3 0.3 0.296
H 0.7009 2.6424 -4.1508 -0.3 -0.5 0.0 0.168
S 0.4202 1.6056 -3.3142 -0.8 -0.5 -0.6 -0.240
H 0.1598 -0.0213 6.2611 -0.5 1.0 -2.1 0.156
```
Forces are in eV/Å.

Values from the calculation:
HOMO energy ... -8.76 eV
LUMO energy ... 0.1958 eV
Frontier orbital gap ... 8.956 eV
SMILES ... CSS.CN
E ... -932.67123 hartree

---

Entry 7:
Computed, not measured: a cluster of 3 separate species, C2H9O2S in total, with the ωB97M-V functional and the def2-TZVPD basis.

Structure (XYZ):
```
14
Properties=species:S:1:pos:R:3:forces:R:3:mulliken_charge:R:1
O 2.9864 0.8024 0.6534 -0.2 0.1 -0.5 -0.604
H 3.2846 1.0281 -0.2397 0.1 0.0 0.3 0.324
H -2.3713 0.4607 0.3501 -0.5 -0.1 0.2 0.275
H -0.8600 -0.8658 -1.5230 0.0 0.2 0.2 0.367
H 1.5115 -2.1401 -0.1138 0.2 0.0 0.1 0.303
H -3.4241 1.4894 0.1544 -0.4 -0.1 0.1 0.316
S -0.2044 0.5338 0.2654 0.1 -0.2 -0.1 -0.218
H -0.7891 -1.7586 -0.0391 -0.4 0.2 0.2 0.375
C 1.1030 -1.6316 -0.9815 0.1 -0.1 -0.2 -1.055
H 1.0091 -2.3690 -1.7857 -0.2 0.0 0.2 0.351
H 1.8347 -0.9053 -1.3256 0.0 0.2 0.1 0.269
C -0.2464 -1.0176 -0.6243 0.3 -0.4 -0.5 -0.317
H 2.0180 0.7822 0.5447 0.3 0.0 0.2 0.228
O -3.3403 0.5681 0.4348 0.5 0.3 -0.3 -0.615
```
Forces are in eV/Å.

Values from the calculation:
Multiplicity ... 2
HOMO energy (spin up / spin down) ... -10.24 / -9.88 eV
LUMO energy (spin up / spin down) ... 0.6887 / -2.7969 eV
Frontier orbital gap (spin up / spin down) ... 10.927 / 7.081 eV
E ... -630.20814 hartree

---

Entry 8:
Computed, not measured: a cluster of 2 separate species, C2H9P3 in total, with the ωB97M-V functional and the def2-TZVPD basis.

Structure (XYZ):
```
14
Properties=species:S:1:pos:R:3:forces:R:3:mulliken_charge:R:1
H 2.8905 2.4375 0.0230 -0.3 -0.9 -0.9 0.094
H -0.4559 0.2565 -1.5946 -0.7 -0.9 -0.2 0.095
H -1.6093 1.0888 0.4855 -0.5 2.9 0.7 0.404
C -1.1697 -0.4478 -1.0950 -0.1 0.4 1.9 -0.199
P 1.7710 0.3348 1.0723 -0.7 -0.3 1.0 0.060
H 2.8060 -2.0544 0.1458 1.8 -0.1 -0.4 0.059
H 1.0071 2.3491 -0.3841 -0.5 0.1 -0.3 0.067
P 2.0458 1.4742 -0.7458 1.0 1.4 0.5 -0.191
H 1.3798 -2.4494 1.2120 -0.6 0.0 0.9 0.060
P 1.5341 -1.5912 0.1332 -0.5 -0.3 -0.6 -0.178
H -0.6119 -1.4065 -0.7626 -1.4 1.1 -2.0 0.020
C -1.3834 0.1157 0.3279 0.3 -3.9 -1.5 -0.878
H -2.2035 -0.5269 -1.6500 2.1 -0.2 0.9 0.280
H -1.7677 -0.6690 1.0007 0.3 0.8 0.1 0.305
```
Forces are in eV/Å.

Values from the calculation:
HOMO energy (spin up / spin down) ... -8.41 / -8.15 eV
LUMO energy (spin up / spin down) ... -1.1676 / 0.1610 eV
Frontier orbital gap (spin up / spin down) ... 7.242 / 8.308 eV
E ... -1105.47762 hartree

---

Entry 9:
Computed, not measured: a structure of composition C2HAgO3, with the ωB97M-V functional and the def2-TZVPD basis.

Structure (XYZ):
```
7
Properties=species:S:1:pos:R:3:forces:R:3:mulliken_charge:R:1
O 1.1489 0.9657 -0.5449 0.2 -2.0 0.1 -0.289
O -0.1526 -0.7759 0.1064 4.3 -1.4 -0.6 -0.252
C -1.3637 -0.1573 0.0251 -2.7 2.3 0.6 0.215
H -2.1120 -0.8827 -0.3391 0.3 0.1 0.0 0.353
C 1.0664 -0.2099 -0.1974 -4.3 2.5 0.1 0.749
Ag 3.0152 0.1130 0.5390 1.3 -0.2 0.5 0.556
O -1.6022 0.9471 0.4110 0.9 -1.4 -0.8 -0.331
```
Forces are in eV/Å.

Values from the calculation:
Multiplicity ... 2
HOMO energy (spin up / spin down) ... -15.31 / -15.81 eV
LUMO energy (spin up / spin down) ... -6.3259 / -8.0830 eV
Frontier orbital gap (spin up / spin down) ... 8.985 / 7.727 eV
E ... -449.10690 hartree
Net charge ... +1

---

Entry 10:
Computed, not measured: a structure of composition C2HAuO2, with the ωB97M-V functional and the def2-TZVPD basis.

Structure (XYZ):
```
6
Properties=species:S:1:pos:R:3:forces:R:3:mulliken_charge:R:1
O -0.1296 -1.3913 -1.1126 0.8 0.5 -3.7 -0.081
H 1.1759 -0.0432 -1.8241 0.5 0.5 0.4 0.450
C 0.7037 -0.4778 -0.9124 0.5 -1.1 -5.1 0.322
O -0.9061 1.9785 1.7210 0.4 -2.7 -1.1 0.071
C -0.7370 0.9248 1.3516 -0.7 2.7 1.4 0.357
Au -0.1069 -0.9910 0.7766 -1.4 0.2 8.1 0.881
```
Forces are in eV/Å.

Values from the calculation:
Multiplicity ... 3
HOMO energy (spin up / spin down) ... -21.21 / -25.43 eV
LUMO energy (spin up / spin down) ... -12.8081 / -16.3398 eV
Frontier orbital gap (spin up / spin down) ... 8.401 / 9.094 eV
E ... -361.91858 hartree
Net charge ... +2

---

Entry 11:
Computed, not measured: an isolated molecule of C2HBN2S, with the ωB97M-V functional and the def2-TZVPD basis.

Structure (XYZ):
```
7
Properties=species:S:1:pos:R:3:forces:R:3:mulliken_charge:R:1
B 0.0872 0.0610 -0.1473 2.2 1.3 2.2 0.066
C -0.9770 -0.8870 0.3364 -0.3 -0.3 0.1 0.359
N -1.8126 -1.5714 0.7299 0.0 -0.1 0.0 -0.376
N 0.1436 1.0522 -2.6115 0.0 0.1 -0.2 -0.385
C 0.1311 0.6253 -1.5457 -0.1 0.0 -0.3 0.389
S 1.4079 0.7410 1.1046 -1.8 -1.0 -1.9 -0.213
H 1.0197 -0.0211 2.1335 -0.1 0.0 0.0 0.160
```
Forces are in eV/Å.

Values from the calculation:
HOMO energy ... -11.16 eV
LUMO energy ... -2.0188 eV
Frontier orbital gap ... 9.142 eV
SMILES ... N#CB(S)C#N
E ... -609.37509 hartree

---

Entry 12:
Computed, not measured: a structure of composition C2HBiO3, with the ωB97M-V functional and the def2-TZVPD basis.

Structure (XYZ):
```
7
Properties=species:S:1:pos:R:3:forces:R:3:mulliken_charge:R:1
O 0.2118 -0.7879 1.1957 0.4 -0.3 -1.6 -0.191
H 0.0800 -1.6564 0.6109 0.6 1.1 2.7 0.420
C -0.4023 1.3364 0.5738 -0.4 7.6 3.0 0.525
O 0.0394 -0.3957 -0.9030 0.4 2.3 0.6 -0.517
C 0.2230 0.1118 0.2526 -2.1 -4.7 1.3 0.816
O -0.6398 2.3910 0.9609 0.5 -4.7 -1.9 0.204
Bi 0.4879 -0.9993 -2.6910 0.7 -1.3 -4.1 1.743
```
Forces are in eV/Å.

Values from the calculation:
Multiplicity ... 2
HOMO energy (spin up / spin down) ... -24.08 / -28.82 eV
LUMO energy (spin up / spin down) ... -18.6840 / -18.0761 eV
Frontier orbital gap (spin up / spin down) ... 5.394 / 10.745 eV
E ... -515.57302 hartree
Net charge ... +3